Below is a cluster of 8 separate species, C42H98O30P6 in total in a non-equilibrium geometry, with properties calculated with ωB97M-V/def2-TZVPD.

Each line ends with the Löwdin charge.
Cartesian coordinates (Å):
1 C -17.4566 -25.7076 2.3102  -0.061
2 C -17.0577 -25.2102 3.6749  -0.266
3 O -16.3464 -23.9616 3.5269  -0.186
4 P -16.5461 -22.7260 4.5205  0.391
5 O -16.1904 -21.4994 3.8014  -0.204
6 O -15.7710 -23.1214 5.8433  -0.193
7 C -14.3498 -22.8040 5.9480  -0.232
8 C -13.5178 -23.9825 5.5104  -0.062
9 O -18.0844 -22.8896 4.8835  -0.184
10 C -18.7406 -21.9729 5.8058  -0.225
11 C -18.0713 -21.8369 7.1504  -0.078
12 H -18.2210 -25.0755 1.8589  0.066
13 H -16.5612 -25.6066 1.6929  0.073
14 H -17.7323 -26.7587 2.2936  0.084
15 H -17.8654 -25.2008 4.4080  0.111
16 H -16.3154 -25.8425 4.1783  0.119
17 H -14.1507 -21.9202 5.3409  0.088
18 H -14.2331 -22.5421 6.9988  0.122
19 H -12.4644 -23.6982 5.5232  0.084
20 H -13.6837 -24.8779 6.1047  0.081
21 H -13.7656 -24.2069 4.4701  0.076
22 H -18.7980 -20.9856 5.3463  0.108
23 H -19.7304 -22.4090 5.9014  0.109
24 H -17.7128 -22.7789 7.5708  0.081
25 H -17.1203 -21.2903 7.1118  0.072
26 H -18.6468 -21.2760 7.8858  0.085
27 C -18.1080 -16.6816 -2.7636  -0.057
28 C -16.6145 -16.4259 -2.6165  -0.221
29 O -16.0172 -17.0837 -3.7733  -0.187
30 P -15.5850 -16.2456 -5.0326  0.376
31 O -14.7332 -15.0790 -4.7960  -0.227
32 O -14.9435 -17.2975 -6.0571  -0.183
33 C -13.6091 -17.7778 -5.8110  -0.254
34 C -13.5249 -18.7607 -4.6455  -0.065
35 O -16.9833 -15.9666 -5.7455  -0.182
36 C -17.0648 -15.7621 -7.1631  -0.276
37 C -17.8088 -16.9054 -7.7950  -0.076
38 H -18.2195 -17.7616 -2.8751  0.085
39 H -18.6546 -16.3629 -1.8769  0.067
40 H -18.5072 -16.2158 -3.6595  0.069
41 H -16.4037 -15.3543 -2.6384  0.118
42 H -16.1567 -16.8227 -1.7158  0.098
43 H -13.4168 -18.3741 -6.7083  0.114
44 H -12.8470 -17.0025 -5.7629  0.116
45 H -14.1796 -19.6195 -4.7771  0.084
46 H -12.4901 -19.0925 -4.5663  0.076
47 H -13.8510 -18.2317 -3.7493  0.047
48 H -17.5873 -14.8134 -7.3084  0.119
49 H -16.0977 -15.6151 -7.6481  0.117
50 H -17.9888 -16.6976 -8.8506  0.081
51 H -17.1370 -17.7724 -7.8839  0.074
52 H -18.5907 -17.2851 -7.1417  0.083
53 C -20.0465 -22.2721 1.2008  -0.070
54 C -20.9597 -22.3888 2.3908  -0.223
55 O -20.7520 -21.2446 3.2669  -0.200
56 P -21.9636 -20.5830 4.0375  0.355
57 O -23.1342 -20.3588 3.1798  -0.224
58 O -22.1602 -21.4542 5.3478  -0.167
59 C -23.4420 -21.9237 5.7379  -0.287
60 C -23.3420 -23.2573 6.4505  -0.073
61 O -21.3742 -19.2545 4.6484  -0.175
62 C -20.9349 -18.1625 3.8064  -0.225
63 C -19.6046 -17.6183 4.2849  -0.054
64 H -18.9955 -22.4825 1.4090  0.063
65 H -20.3616 -23.0487 0.4962  0.085
66 H -20.0706 -21.2942 0.7193  0.085
67 H -22.0187 -22.4838 2.1628  0.117
68 H -20.6130 -23.2263 3.0030  0.119
69 H -23.8738 -21.2072 6.4495  0.122
70 H -24.2235 -21.9536 4.9760  0.117
71 H -24.3104 -23.5132 6.8772  0.079
72 H -23.0842 -24.0370 5.7289  0.076
73 H -22.5767 -23.2348 7.2249  0.076
74 H -20.7301 -18.5681 2.8131  0.105
75 H -21.7536 -17.4505 3.8028  0.128
76 H -19.6363 -17.1336 5.2611  0.085
77 H -18.8438 -18.3894 4.4279  0.063
78 H -19.2383 -16.9729 3.4885  0.078
79 C -19.5128 -26.5343 -2.3749  -0.069
80 C -18.3117 -27.0036 -3.1774  -0.255
81 O -17.3446 -25.9328 -3.3408  -0.190
82 P -16.2532 -25.7038 -2.2021  0.368
83 O -16.5259 -26.4401 -0.9618  -0.224
84 O -14.8691 -26.0597 -2.8722  -0.174
85 C -14.6820 -27.2149 -3.7067  -0.244
86 C -14.5988 -26.7653 -5.1475  -0.069
87 O -16.1109 -24.1307 -2.1010  -0.152
88 C -17.2182 -23.4202 -1.5337  -0.272
89 C -16.7425 -22.0675 -1.0539  -0.053
90 H -20.1724 -25.9110 -2.9739  0.079
91 H -20.1278 -27.4131 -2.1509  0.081
92 H -19.1616 -26.1450 -1.4218  0.065
93 H -17.8360 -27.8807 -2.7457  0.108
94 H -18.6210 -27.2034 -4.2033  0.119
95 H -13.7931 -27.7406 -3.3675  0.122
96 H -15.5433 -27.8706 -3.5618  0.105
97 H -14.6696 -27.6312 -5.8160  0.079
98 H -15.4656 -26.1580 -5.4040  0.076
99 H -13.6678 -26.2700 -5.4132  0.078
100 H -17.9646 -23.2909 -2.3240  0.122
101 H -17.7307 -23.9515 -0.7276  0.101
102 H -15.9363 -22.2091 -0.3276  0.089
103 H -16.3221 -21.4727 -1.8632  0.084
104 H -17.5158 -21.5075 -0.5305  0.053
105 C -8.3456 -16.1795 2.8431  -0.060
106 C -9.7691 -16.3308 2.3312  -0.262
107 O -9.9374 -17.3951 1.3862  -0.191
108 P -9.8585 -18.9122 1.8254  0.374
109 O -9.1240 -19.2655 3.0413  -0.215
110 O -9.3687 -19.7047 0.5352  -0.163
111 C -10.1270 -19.5474 -0.6905  -0.244
112 C -9.4188 -18.6250 -1.6777  -0.060
113 O -11.4025 -19.2540 1.9453  -0.193
114 C -11.8855 -20.6089 1.9483  -0.241
115 C -13.1054 -20.6895 2.8146  -0.063
116 H -8.0889 -16.9777 3.5341  0.068
117 H -7.7134 -16.1496 1.9556  0.085
118 H -8.2796 -15.2540 3.4175  0.076
119 H -10.4680 -16.4945 3.1605  0.115
120 H -10.1384 -15.3912 1.9170  0.108
121 H -10.2276 -20.5367 -1.1318  0.125
122 H -11.0797 -19.0841 -0.4371  0.094
123 H -8.3424 -18.7738 -1.7360  0.081
124 H -9.9458 -18.6720 -2.6283  0.075
125 H -9.5167 -17.6127 -1.2711  0.067
126 H -12.2453 -20.7238 0.9167  0.109
127 H -11.1347 -21.3876 2.0739  0.129
128 H -13.8323 -19.9170 2.5747  0.052
129 H -13.6497 -21.6366 2.7794  0.076
130 H -12.8761 -20.6176 3.8847  0.077
131 C -14.5825 -17.4849 5.3286  -0.044
132 C -14.2259 -16.6716 4.0722  -0.242
133 O -13.0106 -15.9453 4.2143  -0.163
134 P -12.8871 -14.3793 4.2638  0.387
135 O -13.9961 -13.5700 4.7685  -0.207
136 O -11.5039 -14.1855 5.0214  -0.177
137 C -11.4617 -13.4428 6.2411  -0.269
138 C -10.1916 -13.8056 7.0089  -0.064
139 O -12.4733 -13.9968 2.7606  -0.211
140 C -11.7436 -12.7966 2.4967  -0.260
141 C -12.3084 -11.5149 3.1370  -0.065
142 H -14.5184 -18.5587 5.1583  0.062
143 H -13.8347 -17.2420 6.0907  0.080
144 H -15.5301 -17.2075 5.7859  0.075
145 H -14.1592 -17.3460 3.2227  0.094
146 H -15.0743 -15.9976 3.9352  0.118
147 H -11.4219 -12.3558 6.1227  0.109
148 H -12.3687 -13.6099 6.8220  0.114
149 H -10.3394 -13.6542 8.0776  0.076
150 H -9.8968 -14.8340 6.8072  0.079
151 H -9.3833 -13.1394 6.7062  0.073
152 H -10.7283 -12.9485 2.8723  0.110
153 H -11.7246 -12.6248 1.4226  0.117
154 H -11.6935 -10.7318 2.6897  0.082
155 H -13.3534 -11.4088 2.8600  0.087
156 H -12.1631 -11.5157 4.2121  0.052
157 C -16.7134 -18.9212 2.5196  -0.101
158 C -17.8481 -19.5243 1.6891  -0.119
159 O -17.9351 -18.6043 0.5998  0.070
160 C -17.6977 -17.3933 1.1189  -0.593
161 O -18.0215 -16.3529 0.6447  0.158
162 O -17.0794 -17.5360 2.3129  0.027
163 H -15.7714 -19.2744 2.1073  0.108
164 H -16.8635 -19.1591 3.5645  0.102
165 H -18.8039 -19.5648 2.2169  0.109
166 H -17.6547 -20.5399 1.3541  0.100
167 C -13.1230 -16.4797 0.6862  -0.128
168 C -13.3155 -16.0407 -0.7378  -0.067
169 O -13.5203 -17.3439 -1.3462  0.039
170 C -13.8954 -18.2402 -0.4059  -0.575
171 O -14.1631 -19.3801 -0.6095  0.160
172 O -13.8765 -17.6632 0.8227  0.045
173 H -13.2735 -15.7533 1.4781  0.114
174 H -12.0486 -16.6945 0.7483  0.117
175 H -12.5405 -15.4081 -1.1575  0.139
176 H -14.2658 -15.5310 -0.9335  0.126

Output
Orbital gap   10.67 eV
Spin multiplicity   1
SMILES   CCOP(=O)(OCC)OCC.CCOP(=O)(OCC)OCC.CCOP(=O)(OCC)OCC.CCOP(=O)(OCC)OCC.CCOP(=O)(OCC)OCC.CCOP(=O)(OCC)OCC.O=C1OCCO1.O=C1OCCO1
HOMO level   -10.1 eV
Energy above the lowest of the compared OMol25 structures with the same formula, charge and spin   0.0 kJ/mol
Calculated total energy   -5965.095547 Ha



Below is a cluster of 7 separate species, C42H99O22P in total in a non-equilibrium geometry, with properties calculated with ωB97M-V/def2-TZVPD.

Each line ends with the Löwdin charge.
Cartesian coordinates (Å):
1 C -3.8164 -4.4641 0.0413  -0.078
2 O -2.6083 -4.8934 -0.6664  -0.169
3 C -1.5238 -3.9092 -0.5798  -0.195
4 C -1.3133 -3.0926 -1.8257  -0.114
5 O -0.7484 -4.0151 -2.9361  -0.131
6 C 0.2057 -3.4262 -3.8746  -0.147
7 C -0.2632 -2.0156 -4.5321  -0.163
8 O -0.4280 -1.0229 -3.4997  -0.228
9 C -0.7121 0.2634 -4.0586  -0.092
10 H -4.6136 -5.2074 0.0383  0.086
11 H -4.2891 -3.5398 -0.2908  0.066
12 H -3.5546 -4.2642 1.0803  0.055
13 H -0.7222 -4.6274 -0.4071  0.123
14 H -1.3967 -3.2380 0.2696  0.100
15 H -0.6523 -2.2966 -1.4829  0.103
16 H -2.2000 -2.5065 -2.0676  0.104
17 H 0.4464 -4.1024 -4.6949  0.112
18 H 1.1690 -3.2117 -3.4118  0.099
19 H -1.1975 -2.3313 -4.9962  0.115
20 H 0.3904 -1.6622 -5.3296  0.113
21 H -1.4942 0.2297 -4.8171  0.090
22 H 0.1457 0.8217 -4.4335  0.090
23 H -1.2839 0.7771 -3.2857  0.066
24 C 6.5369 5.4137 -5.5152  -0.138
25 O 5.3228 4.7630 -5.2719  -0.182
26 C 5.4384 3.3849 -4.8171  -0.137
27 C 4.0716 2.7506 -4.1717  -0.110
28 O 3.0143 2.7480 -5.1769  -0.164
29 C 3.2059 1.8606 -6.2970  -0.188
30 C 3.7990 0.4775 -6.2169  -0.227
31 O 5.1453 0.4615 -5.8241  -0.194
32 C 5.7815 -0.7912 -6.0171  -0.094
33 H 7.2172 5.4746 -4.6658  0.078
34 H 6.4579 6.4162 -5.9357  0.091
35 H 7.1536 4.7787 -6.1512  0.079
36 H 6.1855 3.2623 -4.0330  0.113
37 H 5.7871 2.7764 -5.6515  0.099
38 H 3.5420 3.4373 -3.5113  0.125
39 H 4.1863 1.7216 -3.8309  0.095
40 H 3.8829 2.3897 -6.9677  0.120
41 H 2.2687 1.9129 -6.8510  0.130
42 H 3.6471 -0.0090 -7.1805  0.134
43 H 3.1794 -0.0054 -5.4612  0.112
44 H 6.5913 -0.7941 -5.2875  0.093
45 H 6.1419 -0.9647 -7.0311  0.086
46 H 5.1390 -1.6654 -5.9118  0.082
47 C -7.7108 4.5232 -3.4362  -0.072
48 O -6.8288 4.0105 -4.4798  -0.171
49 C -6.8097 2.6234 -4.6888  -0.191
50 C -6.0642 1.8880 -3.5097  -0.167
51 O -6.8441 1.8841 -2.3205  -0.166
52 C -7.9390 0.9937 -1.9934  -0.142
53 C -7.6004 -0.5206 -1.7214  -0.191
54 O -7.0964 -1.0812 -2.9228  -0.178
55 C -6.5940 -2.3630 -2.7523  -0.128
56 H -7.8525 5.5951 -3.5735  0.079
57 H -7.1755 4.5119 -2.4867  0.081
58 H -8.7211 4.1141 -3.4279  0.089
59 H -6.2597 2.4562 -5.6148  0.119
60 H -7.7363 2.0935 -4.9097  0.120
61 H -5.1397 2.3910 -3.2260  0.114
62 H -5.6519 0.8804 -3.5635  0.102
63 H -8.9028 1.0818 -2.4947  0.118
64 H -8.2467 1.3432 -1.0079  0.114
65 H -8.3529 -1.0878 -1.1736  0.125
66 H -6.7722 -0.4985 -1.0132  0.089
67 H -6.4512 -2.8877 -3.6970  0.095
68 H -7.1122 -3.0293 -2.0627  0.087
69 H -5.6088 -2.3175 -2.2881  0.067
70 C 2.2344 -10.0141 3.0007  0.015
71 O 1.5680 -8.7299 3.0280  -0.076
72 C 1.9957 -7.6108 3.7650  -0.139
73 C 3.3113 -7.0736 3.2827  -0.038
74 O 4.1489 -6.5351 4.4142  -0.002
75 C 3.8920 -5.1908 4.8884  -0.072
76 C 4.6656 -4.0791 4.0375  -0.086
77 O 4.2999 -4.1112 2.6116  -0.216
78 C 4.6343 -2.9867 1.8466  -0.093
79 H 3.1601 -9.7465 2.4911  0.092
80 H 1.5944 -10.6185 2.3580  0.120
81 H 2.5791 -10.3755 3.9695  0.113
82 H 2.1445 -7.7425 4.8367  0.155
83 H 1.3149 -6.7843 3.5612  0.136
84 H 3.1483 -6.2568 2.5797  0.143
85 H 3.9016 -7.9209 2.9337  0.138
86 H 4.1627 -5.1782 5.9442  0.140
87 H 2.8045 -5.1257 4.9237  0.116
88 H 5.7299 -4.2342 4.2142  0.130
89 H 4.4078 -3.0586 4.3207  0.130
90 H 4.6104 -3.1182 0.7649  0.098
91 H 5.6344 -2.6164 2.0721  0.096
92 H 3.8779 -2.2481 2.1122  0.087
93 C -6.8170 -1.3194 2.0551  -0.077
94 O -5.6370 -1.1668 2.8733  -0.228
95 C -4.7323 -0.1386 2.3903  -0.158
96 C -3.4989 -0.1486 3.3118  -0.153
97 O -2.6699 -1.3111 3.5351  -0.176
98 C -3.3150 -2.5730 3.8736  -0.129
99 C -2.2118 -3.6843 3.6453  -0.132
100 O -1.1275 -3.2281 4.5216  -0.157
101 C -0.1219 -4.1537 4.4698  -0.189
102 H -7.2896 -0.3885 1.7417  0.086
103 H -7.4553 -1.9649 2.6584  0.093
104 H -6.4910 -1.8685 1.1717  0.070
105 H -5.1202 0.8594 2.5949  0.132
106 H -4.4869 -0.3590 1.3514  0.109
107 H -3.7356 0.2110 4.3132  0.130
108 H -2.7201 0.5125 2.9317  0.103
109 H -4.1281 -2.7781 3.1772  0.099
110 H -3.7555 -2.4558 4.8637  0.131
111 H -1.8574 -3.6122 2.6170  0.095
112 H -2.6225 -4.6826 3.7960  0.126
113 H 0.7859 -3.7665 4.9323  0.081
114 H 0.1208 -4.5862 3.4991  0.074
115 H -0.3672 -5.0652 5.0149  0.083
116 C 2.1125 10.4892 5.7632  -0.101
117 O 3.1924 9.9973 6.5792  -0.193
118 C 4.1529 9.3617 5.7499  -0.189
119 C 3.9314 7.8224 5.6783  -0.159
120 O 4.0043 7.2424 4.3910  -0.146
121 C 4.0016 5.8883 4.2984  -0.203
122 C 4.5606 5.3105 2.8927  -0.234
123 O 3.9324 4.2016 2.4890  -0.174
124 C 2.5305 4.3771 2.0868  -0.051
125 H 2.4171 11.1294 4.9352  0.084
126 H 1.4626 11.1085 6.3814  0.084
127 H 1.4963 9.6780 5.3755  0.083
128 H 4.9668 9.6357 6.4211  0.119
129 H 4.4140 9.8992 4.8383  0.126
130 H 2.9134 7.6462 6.0258  0.118
131 H 4.4894 7.2569 6.4246  0.121
132 H 3.0082 5.6179 4.6564  0.116
133 H 4.6700 5.4623 5.0466  0.111
134 H 5.6197 5.1309 3.0769  0.116
135 H 4.6905 6.0219 2.0771  0.121
136 H 2.3207 4.9247 1.1680  0.092
137 H 1.8554 4.6544 2.8965  0.080
138 H 2.2123 3.3607 1.8549  0.063
139 C 3.1016 -0.3851 -1.9669  -0.039
140 C 2.2604 0.8800 -1.7730  -0.317
141 O 0.9275 0.5836 -1.6217  -0.206
142 P 0.2403 0.8917 -0.1402  0.568
143 O 0.1916 2.3145 0.3114  -0.247
144 O -1.2577 0.2984 -0.2373  -0.215
145 C -2.4486 1.1021 -0.4666  -0.172
146 C -3.3948 0.3555 -1.5176  -0.022
147 O 1.1372 -0.1045 0.8660  -0.199
148 C 0.5131 -0.8304 1.9375  -0.254
149 C 0.1304 0.1454 3.0786  -0.058
150 H 4.1327 -0.2463 -1.6418  0.080
151 H 2.5926 -1.1558 -1.3879  0.067
152 H 2.9833 -0.6871 -3.0075  0.063
153 H 2.5662 1.5272 -0.9509  0.114
154 H 2.2983 1.5528 -2.6297  0.099
155 H -2.9264 0.9045 0.4930  0.076
156 H -2.2746 2.1770 -0.4184  0.121
157 H -3.4483 0.9064 -2.4566  0.047
158 H -2.9817 -0.6395 -1.6835  0.058
159 H -4.4753 0.4284 -1.3942  0.056
160 H -0.3593 -1.3810 1.5853  0.090
161 H 1.1810 -1.5577 2.3990  0.102
162 H -0.5605 0.9410 2.7996  0.065
163 H -0.4814 -0.3805 3.8116  0.061
164 H 1.0665 0.4959 3.5131  0.082

Output
⟨S²⟩   0.757
Orbital gap (alpha / beta)   8.10 / 1.69 eV
Spin multiplicity   2
HOMO level (alpha / beta)   -10.4 / -10.4 eV
Net charge   +1
Calculated total energy   -3655.393046 Ha